{
  "formula": "C24H59Cl2CrO6Si5Te",
  "method": "wB97M-V/def2-TZVPD",
  "elements": ["Cr", "Cl", "C", "Cl", "H", "H", "C", "C", "C", "C", "O", "Si", "O", "O", "C", "C", "C", "C", "O", "C", "C", "C", "C", "H", "H", "H", "H", "H", "H", "H", "H", "H", "H", "H", "H", "H", "H", "H", "H", "H", "H", "H", "H", "H", "H", "H", "H", "H", "H", "H", "C", "Si", "C", "C", "Si", "Te", "Si", "C", "C", "C", "Si", "C", "C", "C", "H", "H", "H", "H", "H", "H", "H", "H", "H", "H", "H", "H", "H", "H", "H", "H", "H", "H", "H", "H", "H", "H", "H", "H", "H", "H", "H", "C", "C", "O", "O", "H", "H", "H"],
  "positions_angstrom": [[-0.43, -0.31, -0.09], [-1.83, -1.81, -1.21], [-2.19, -1.71, -2.87], [0.36, 0.43, -2.05], [-1.77, -0.84, -3.36], [-2.17, -2.66, -3.38], [-5.12, 0.76, -3.43], [-4.42, 1.80, -2.56], [-3.00, 2.04, -3.07], [-5.21, 3.11, -2.58], [-4.41, 1.28, -1.24], [-3.42, 1.64, 0.03], [-2.04, 0.89, -0.02], [-3.25, 3.28, 0.01], [-2.31, 4.06, 0.75], [-2.83, 5.50, 0.71], [-0.93, 3.97, 0.10], [-2.23, 3.59, 2.20], [-4.31, 1.35, 1.40], [-5.26, 0.35, 1.73], [-4.79, -1.03, 1.27], [-5.38, 0.38, 3.26], [-6.62, 0.68, 1.11], [-5.21, 1.11, -4.46], [-6.12, 0.56, -3.03], [-4.56, -0.18, -3.42], [-3.02, 2.35, -4.12], [-2.40, 1.13, -2.99], [-2.52, 2.82, -2.48], [-5.18, 3.57, -3.57], [-4.78, 3.79, -1.84], [-6.25, 2.92, -2.30], [-2.95, 5.81, -0.33], [-2.14, 6.17, 1.21], [-3.80, 5.55, 1.19], [-0.95, 4.41, -0.90], [-0.64, 2.92, 0.01], [-0.18, 4.49, 0.70], [-3.22, 3.64, 2.67], [-1.52, 4.20, 2.77], [-1.91, 2.54, 2.23], [-3.76, -1.18, 1.61], [-4.82, -1.07, 0.18], [-5.42, -1.82, 1.68], [-4.43, 0.08, 3.71], [-6.17, -0.31, 3.59], [-5.62, 1.39, 3.58], [-6.52, 0.73, 0.03], [-6.96, 1.66, 1.48], [-7.36, -0.08, 1.37], [3.42, -5.18, 1.50], [4.21, -3.46, 1.66], [3.55, -2.69, 3.26], [6.07, -3.74, 1.92], [3.58, -2.09, -0.17], [1.10, -2.31, 0.08], [4.29, -3.00, -2.23], [3.94, -1.78, -3.64], [3.38, -4.62, -2.61], [6.14, -3.41, -2.32], [4.47, 0.08, 0.09], [3.91, 0.91, 1.69], [4.04, 1.24, -1.34], [6.36, -0.08, 0.15], [3.50, -5.76, 2.43], [3.88, -5.77, 0.70], [2.36, -5.07, 1.26], [3.57, -3.39, 4.10], [2.52, -2.38, 3.11], [4.13, -1.80, 3.54], [6.25, -4.44, 2.74], [6.58, -2.81, 2.16], [6.54, -4.15, 1.02], [2.96, -1.30, -3.50], [3.93, -2.27, -4.62], [4.69, -0.99, -3.67], [2.30, -4.48, -2.47], [3.70, -5.41, -1.93], [3.56, -4.96, -3.63], [6.76, -2.51, -2.23], [6.39, -3.88, -3.28], [6.44, -4.10, -1.53], [2.89, 1.30, 1.58], [4.56, 1.75, 1.96], [3.90, 0.21, 2.53], [2.96, 1.27, -1.50], [4.51, 0.92, -2.27], [4.38, 2.26, -1.13], [6.68, -0.71, 0.98], [6.84, 0.90, 0.27], [6.74, -0.53, -0.77], [0.08, 0.84, 3.61], [-0.10, 0.33, 2.20], [0.57, 0.84, 1.25], [-0.89, -0.62, 1.95], [1.04, 1.34, 3.68], [0.03, 0.00, 4.30], [-0.72, 1.53, 3.84]],
  "s2": 6.06,
  "multiplicity": 5,
  "e_homo_ha": [-0.1653, -0.1702],
  "total_charge": -1,
  "e_above_lowest_ev": 1.263,
  "homo_lumo_gap_ev": [6.9703, 6.2192]
}